(1)
Formula: C18H12Br4N2O4Pd
Source: the Open Molecules 2025 dataset
Level of theory: ωB97M-V/def2-TZVPD

- E_HOMO (alpha / beta) (eV) = 1.634 / 1.689
- charge = -2

```
41
Properties=species:S:1:pos:R:3:forces:R:3:nbo_charge:R:1
Pd 8.082 13.418 10.099 1.30 -0.57 -0.53 0.89
Br 5.994 17.834 14.858 0.22 0.59 0.11 0.03
Br 3.666 15.859 10.363 0.64 0.03 -0.28 0.03
Br 9.026 16.268 14.083 0.26 0.35 0.69 0.03
Br 4.404 18.765 11.796 -0.16 0.14 0.76 0.01
O 13.451 9.621 8.543 0.22 -0.44 -0.12 -0.74
O 6.360 14.203 10.279 -2.24 2.10 1.30 -0.74
O 8.692 14.736 11.534 -0.87 0.26 0.96 -0.73
O 7.879 9.153 4.864 -1.21 -0.65 -1.48 -0.72
N 7.557 12.391 8.483 0.06 1.45 2.63 -0.53
N 9.796 12.520 9.861 -1.23 1.63 2.45 -0.57
C 6.412 17.138 13.159 -0.39 0.87 -0.68 -0.19
C 6.618 9.743 5.234 1.16 2.20 1.14 -0.09
C 12.106 12.406 10.167 0.88 0.22 0.70 -0.41
C 8.310 10.723 6.935 -3.12 0.28 -0.64 -0.23
C 11.040 11.186 8.396 1.67 -0.41 -0.51 -0.19
C 5.352 16.203 11.196 1.19 -1.21 0.61 -0.19
C 5.466 17.222 12.139 -0.67 -0.16 0.14 -0.16
C 12.218 11.570 9.011 -0.99 -0.54 -0.53 -0.12
C 6.384 15.225 11.140 0.15 -0.49 -1.35 0.26
C 10.878 12.795 10.567 0.16 0.84 0.57 0.06
C 6.363 12.378 7.978 -2.23 -0.12 -0.80 0.09
C 7.631 15.404 11.889 -1.24 1.55 -0.31 0.29
C 6.982 10.712 6.374 3.93 -1.08 0.23 -0.07
C 7.540 16.378 12.947 0.81 -2.54 -1.00 -0.21
C 9.818 11.694 8.822 -2.89 -1.65 -4.13 0.04
C 13.555 11.039 8.635 -0.98 0.33 0.34 -0.09
C 8.569 11.574 8.075 3.41 -1.64 -0.36 0.03
C 6.032 11.582 6.915 -1.35 0.47 -0.35 -0.47
H 6.100 10.384 4.454 0.69 -0.96 0.22 0.15
H 11.018 10.501 7.545 0.29 0.18 0.19 0.20
H 5.924 9.012 5.624 -0.29 -0.49 -0.08 0.15
H 14.215 11.354 9.444 0.44 -0.13 -0.12 0.15
H 7.699 8.559 4.112 0.22 0.32 0.49 0.45
H 13.874 11.468 7.687 0.39 -0.06 -0.31 0.14
H 5.518 12.969 8.392 1.26 0.07 0.06 0.21
H 14.311 9.246 8.726 0.35 -0.19 -0.05 0.44
H 9.052 10.071 6.514 0.17 -0.09 0.16 0.21
H 12.969 12.712 10.750 0.05 -0.17 -0.05 0.18
H 5.129 11.817 6.364 -0.31 -0.25 0.16 0.18
H 10.691 13.403 11.454 0.25 -0.06 -0.23 0.21
```
Positions in Å, forces in eV/Å.

=====

(2)
Formula: C18H12BrF6InNO7
Source: the Open Molecules 2025 dataset
Level of theory: ωB97M-V/def2-TZVPD

- E_HOMO (eV) = -11.289
- charge = +1

```
46
Properties=species:S:1:pos:R:3:forces:R:3:lowdin_charge:R:1
In 0.029 0.663 0.140 -0.12 -0.06 -0.18 1.10
Br -2.167 2.492 -4.005 -0.01 0.00 0.02 0.79
F 2.637 -0.331 -0.725 0.05 0.13 0.06 0.10
F 2.875 1.673 0.032 0.09 -0.03 -0.11 0.14
F 2.460 3.692 -1.719 -0.04 -0.03 -0.14 0.18
F 4.193 0.969 -1.539 -0.08 -0.11 0.01 0.22
F 3.379 2.749 -3.442 -0.08 0.04 0.07 0.17
F 1.268 3.240 -3.475 0.13 0.03 0.07 0.16
O 1.949 -0.992 3.715 -0.11 0.01 -0.08 0.21
O -2.960 2.523 2.317 0.24 -0.07 -0.04 0.14
O -3.006 -2.143 -1.133 0.04 0.01 -0.12 0.23
O 1.415 0.340 1.999 0.05 0.12 -0.23 0.10
O -1.466 1.206 1.329 -0.30 0.18 0.15 -0.12
O -1.290 -0.789 -1.235 -0.03 0.18 0.10 0.09
O 0.648 1.557 -1.508 0.55 -0.23 0.21 -0.16
N -0.354 -1.408 1.121 -0.02 0.18 -0.14 0.13
C -2.365 3.293 -2.304 0.02 -0.04 -0.09 -0.66
C -1.901 -1.648 -0.636 0.04 -0.07 -0.04 -0.40
C -0.171 -2.747 3.069 0.03 -0.06 0.06 0.07
C 2.263 2.802 -2.701 -0.08 0.00 0.09 -0.57
C -2.253 2.503 -1.174 0.02 -0.01 0.11 -0.10
C 1.895 1.408 -2.137 -0.13 0.06 0.03 -0.41
C -2.702 4.430 0.196 0.03 0.07 0.04 0.00
C -2.798 5.210 -0.944 0.02 -0.02 -0.02 -0.04
C -2.410 3.075 0.084 0.09 -0.01 -0.05 -0.14
C -2.629 4.646 -2.204 -0.05 0.12 0.04 -0.10
C 1.258 -0.676 2.651 0.04 -0.02 0.13 -0.40
C -1.823 -3.235 1.402 -0.04 -0.03 0.01 0.06
C 2.948 0.957 -1.106 -0.24 0.03 0.07 -0.55
C -1.209 -3.540 2.609 -0.02 -0.06 0.05 0.03
C -2.306 2.271 1.342 -0.07 -0.28 -0.02 -0.51
C 1.823 0.408 -3.282 -0.05 -0.01 -0.05 0.04
C -1.365 -2.145 0.684 0.00 -0.02 -0.02 -0.12
C 0.215 -1.678 2.282 0.03 0.01 -0.01 -0.13
H -2.844 4.856 1.182 0.00 -0.02 -0.06 0.13
H -2.636 -3.852 1.045 -0.01 -0.02 0.00 0.13
H -3.440 -2.794 -0.569 -0.03 -0.05 0.08 0.13
H -2.093 1.443 -1.309 -0.04 -0.04 0.01 0.07
H -3.007 6.268 -0.856 -0.01 -0.01 -0.02 0.12
H -2.717 5.249 -3.097 0.02 0.00 0.02 0.11
H -1.545 -4.388 3.191 -0.01 0.01 -0.02 0.14
H 1.561 -0.576 -2.898 -0.01 0.00 0.00 0.10
H 2.595 -0.296 3.919 0.08 0.10 0.03 0.17
H 0.321 -2.940 4.011 -0.01 0.00 -0.01 0.14
H 1.038 0.734 -3.962 0.02 0.01 -0.01 0.10
H 2.767 0.345 -3.820 0.00 -0.01 0.00 0.11
```
Positions in Å, forces in eV/Å.

=====

(3)
Formula: C18H12N5O4PdSe
Source: the Open Molecules 2025 dataset
Level of theory: ωB97M-V/def2-TZVPD

- E_HOMO (eV) = -5.393
- charge = -1

```
41
Properties=species:S:1:pos:R:3:forces:R:3:nbo_charge:R:1
Pd -0.923 -1.116 -0.423 0.10 -0.12 0.01 0.95
Se -1.501 -2.528 -2.702 0.04 -0.09 -0.08 2.74
O -0.748 -3.746 -3.430 0.00 0.05 0.05 -1.04
O -1.783 -2.857 -1.054 0.05 0.17 0.10 -1.06
O -2.852 -2.023 -3.407 -0.02 -0.02 -0.09 -1.04
O -0.440 -1.234 -2.399 -0.29 0.08 0.13 -1.04
N -1.416 1.117 2.002 0.12 0.04 -0.10 -0.58
N -1.619 -1.223 1.474 -0.13 -0.06 -0.03 -0.47
N 1.792 1.005 -1.462 0.06 0.09 0.04 -0.46
N -0.072 0.638 0.063 0.20 -0.10 0.01 -0.60
N 2.378 -1.127 -0.695 -0.04 0.02 0.13 -0.46
C 2.105 -0.329 -1.719 0.11 -0.09 -0.24 0.35
C -2.027 -2.450 1.860 0.02 0.01 0.00 0.06
C -2.784 -1.619 3.950 -0.03 0.00 0.02 -0.16
C 0.904 1.363 -0.636 -0.15 0.26 0.13 0.44
C -0.101 2.806 0.860 -0.03 -0.05 0.00 -0.10
C -0.610 1.421 1.019 -0.19 -0.19 0.11 0.48
C 0.812 2.775 -0.176 -0.04 0.02 -0.01 0.01
C -2.388 -0.370 3.557 0.03 0.07 -0.01 -0.25
C 1.491 3.910 -0.572 0.00 -0.01 0.00 -0.20
C 2.710 -2.387 -0.971 -0.06 -0.11 -0.06 0.04
C 2.532 -2.045 -3.313 0.03 0.11 -0.10 -0.15
C -1.788 -0.168 2.295 0.07 0.08 -0.08 0.40
C 0.278 5.125 1.142 -0.01 -0.01 0.00 -0.22
C -2.602 -2.696 3.081 0.02 -0.01 -0.04 -0.30
C 1.202 5.095 0.097 0.00 0.00 0.00 -0.21
C 2.219 -0.730 -3.050 0.14 -0.12 -0.06 -0.23
C 2.777 -2.904 -2.252 -0.02 -0.02 0.13 -0.28
C -0.383 3.971 1.546 0.00 0.01 0.01 -0.17
H 2.914 -3.019 -0.113 0.01 -0.01 0.00 0.18
H 2.992 -3.951 -2.411 0.03 0.00 0.00 0.21
H 2.571 -2.405 -4.333 -0.02 0.00 0.01 0.21
H -3.239 -1.765 4.922 0.00 0.00 0.00 0.21
H 1.702 6.011 -0.193 0.00 0.00 0.00 0.21
H -1.094 3.970 2.362 0.00 0.00 0.00 0.22
H -1.890 -3.229 1.122 0.01 0.01 0.01 0.25
H -2.511 0.499 4.186 0.00 0.01 -0.01 0.22
H -2.913 -3.697 3.339 0.01 -0.01 -0.01 0.22
H 0.078 6.063 1.645 0.00 0.00 0.00 0.20
H 2.011 -0.019 -3.836 -0.03 -0.01 0.01 0.22
H 2.215 3.865 -1.374 0.00 0.00 0.00 0.23
```
Positions in Å, forces in eV/Å.

=====

(4)
Formula: C18H13F3N2O6
Source: the Open Molecules 2025 dataset
Level of theory: ωB97M-V/def2-TZVPD

- E_HOMO (eV) = -8.780
- SMILES string = O=C(COC(=O)c1ccc2c(c1)C(=O)N(Cc1ccco1)C2=O)NCC(F)(F)F
- charge = 0

```
42
Properties=species:S:1:pos:R:3:forces:R:3:nbo_charge:R:1
F 1.845 -2.025 3.057 0.25 0.08 -0.10 -0.32
F -0.099 -2.892 2.784 -0.24 -0.09 -0.24 -0.33
F 0.986 -3.251 4.608 0.07 -0.22 0.18 -0.32
O 2.833 -2.169 -0.836 0.05 0.39 0.02 -0.49
O 0.710 -2.887 -0.844 0.02 0.19 -0.18 -0.62
O 0.192 4.460 -1.843 0.11 -0.02 0.06 -0.54
O -3.149 4.567 0.054 0.53 0.14 -0.17 -0.40
O 4.264 -4.057 1.487 0.50 0.03 0.13 -0.59
O -2.925 1.146 -2.122 0.01 -0.07 -0.03 -0.53
N 2.016 -4.155 1.261 -0.55 -0.08 0.18 -0.63
N -1.595 3.022 -2.030 -0.23 0.29 -0.14 -0.46
C -4.885 3.673 -1.014 0.67 0.24 -0.19 -0.28
C 3.316 -3.498 -0.663 0.21 -0.50 0.04 -0.17
C -5.268 3.949 0.321 0.34 0.24 0.38 -0.32
C 3.273 -3.924 0.812 -0.34 0.08 -0.50 0.65
C 1.738 1.776 -1.264 -0.19 0.14 -0.05 -0.16
C 0.415 2.053 -1.544 0.00 -0.70 0.08 -0.11
C 2.095 0.448 -1.068 -0.08 -0.07 -0.02 -0.15
C -4.172 4.487 0.919 -0.83 -0.23 0.23 0.09
C -0.198 -0.282 -1.427 0.10 0.02 0.02 -0.13
C -2.628 4.016 -2.269 -0.06 0.07 0.32 -0.27
C -0.541 1.036 -1.626 0.64 0.12 0.13 -0.07
C 1.759 -4.373 2.658 0.07 0.21 0.25 -0.32
C -0.266 3.349 -1.805 0.05 0.16 -0.07 0.68
C -3.587 4.073 -1.126 -0.73 -0.28 -0.56 0.25
C 1.124 -3.130 3.283 0.09 -0.11 -0.01 0.96
C 1.144 -0.568 -1.149 -0.17 0.30 -0.05 -0.16
C 1.515 -1.985 -0.929 -0.21 -0.33 -0.01 0.80
C -1.853 1.660 -1.946 -0.06 -0.09 -0.05 0.68
H 2.466 2.569 -1.200 0.07 0.07 0.01 0.24
H -5.487 3.234 -1.783 -0.06 -0.13 -0.22 0.23
H -6.223 3.767 0.767 -0.17 -0.01 0.17 0.23
H -3.998 4.841 1.916 0.12 0.07 0.10 0.20
H 2.717 -4.561 3.153 -0.26 0.01 -0.03 0.26
H -0.925 -1.077 -1.481 -0.07 -0.06 0.00 0.25
H 2.723 -4.192 -1.269 0.12 0.13 0.04 0.21
H -2.110 4.972 -2.390 -0.09 -0.14 -0.09 0.25
H 1.079 -5.216 2.812 0.10 0.11 0.04 0.22
H 4.355 -3.480 -0.996 -0.19 -0.03 0.11 0.23
H 3.118 0.190 -0.843 0.06 0.00 0.01 0.24
H 1.228 -3.979 0.643 0.31 -0.04 0.06 0.44
H -3.171 3.757 -3.181 0.04 0.10 0.12 0.23
```
Positions in Å, forces in eV/Å.

=====

(5)
Formula: C18H13N3O5S2
Source: the Open Molecules 2025 dataset
Level of theory: ωB97M-V/def2-TZVPD

- E_HOMO (eV) = -8.266
- charge = 0

```
41
Properties=species:S:1:pos:R:3:forces:R:3:nbo_charge:R:1
S 1.435 2.208 -2.305 -1.69 2.11 -2.72 2.25
S -5.402 2.678 4.088 -0.15 0.14 -0.19 0.01
O 5.537 0.321 0.438 -0.95 -1.59 1.10 -0.58
O 0.101 2.771 -2.141 0.22 -1.95 0.56 -0.94
O -0.467 -0.003 -1.559 0.60 -0.51 -0.44 -0.52
O 4.978 -1.512 1.678 -0.38 0.67 -0.37 -0.68
O 1.865 1.984 -3.689 -0.18 -1.09 1.95 -0.92
N 2.339 3.502 -1.847 1.37 -0.22 -0.04 -1.06
N 0.107 -2.295 0.197 -1.88 -0.82 -0.90 -0.38
N -4.710 1.917 1.502 -1.57 1.19 2.62 -0.45
C 0.785 -0.193 -1.008 -0.52 0.56 0.77 0.40
C -1.258 -3.729 1.331 1.06 0.40 -1.09 -0.28
C -1.474 0.479 -0.767 -1.90 0.58 1.45 0.40
C 3.053 0.636 -0.625 -0.35 0.06 -0.66 -0.11
C 2.274 -1.342 0.534 1.62 0.52 -0.66 -0.14
C -5.011 2.289 2.617 0.89 -1.00 -1.68 0.26
C 1.045 -1.280 -0.115 0.33 0.17 0.16 0.10
C -2.362 1.338 1.319 -0.26 -0.14 -0.42 -0.18
C -0.811 -2.888 -0.717 -0.31 -0.57 0.65 -0.05
C -3.669 1.432 0.764 1.98 -0.12 -0.26 0.08
C -0.182 -2.859 1.449 -1.09 -0.35 -0.07 -0.07
C 3.347 -0.449 0.222 -2.58 0.13 -0.09 -0.17
C -2.800 0.601 -1.313 1.08 0.31 0.08 -0.27
C 4.706 -0.510 0.801 1.88 1.30 -0.70 0.77
C -1.263 0.863 0.586 -1.15 0.09 -0.79 -0.31
C -3.877 1.112 -0.570 1.29 -0.69 -0.09 -0.17
C 1.766 0.797 -1.218 0.99 -0.81 0.56 -0.37
C -1.629 -3.788 -0.072 0.90 0.83 1.15 -0.29
H 5.877 -1.369 2.031 -0.30 0.03 -0.33 0.51
H -4.862 1.238 -1.004 0.14 -0.06 -0.06 0.23
H -2.965 0.402 -2.373 0.24 -0.16 0.31 0.23
H -0.878 -2.750 -1.779 0.65 0.68 -0.11 0.23
H 1.686 4.167 -1.457 0.01 0.09 0.28 0.41
H -1.672 -4.330 2.121 0.01 0.11 0.13 0.23
H -0.288 0.842 1.069 -0.20 -0.07 -0.25 0.23
H 3.837 1.359 -0.871 -0.30 -0.26 0.23 0.27
H 2.648 3.845 -2.766 0.27 -0.01 0.64 0.41
H -2.400 -4.425 -0.511 0.41 0.43 0.09 0.23
H 2.490 -2.144 1.231 -0.22 -0.05 -0.10 0.24
H -2.200 1.670 2.346 -0.13 -0.14 -0.25 0.22
H 0.302 -2.585 2.380 0.17 0.21 -0.44 0.22
```
Positions in Å, forces in eV/Å.